[1]
This record from the OMol25 dataset describes C35H48MgN11O2PS as an isolated structure in a non-equilibrium geometry. The level of theory is ωB97M-V/def2-TZVPD.

Geometry as XYZ:
```
99
Properties=species:S:1:pos:R:3
Mg 1.494 -0.077 0.869
C 5.407 -1.152 -0.308
C 4.187 -1.538 0.323
N 3.071 -1.552 -0.379
C 3.105 -1.196 -1.696
C 4.286 -0.808 -2.283
N 5.460 -0.797 -1.588
C 1.780 -1.224 -2.313
C 1.638 -1.042 -3.684
C 0.380 -1.136 -4.229
C -0.712 -1.343 -3.387
C -0.451 -1.518 -2.049
N 0.764 -1.487 -1.515
C -1.500 -1.879 -1.097
C -2.856 -1.684 -1.358
N -3.831 -2.041 -0.541
C -3.495 -2.750 0.535
C -2.141 -2.999 0.784
N -1.183 -2.540 -0.028
C 0.219 -1.247 -5.681
C -0.797 -0.614 -6.391
C -1.006 -0.958 -7.714
N -0.258 -1.881 -8.392
C 0.744 -2.400 -7.715
C 1.013 -2.171 -6.368
H 6.347 -1.151 0.276
H 4.257 -1.666 1.412
H 4.284 -0.318 -3.260
H 2.463 -0.838 -4.345
H -1.717 -1.474 -3.830
H -3.123 -0.925 -2.108
H -4.339 -3.089 1.209
H -1.750 -3.468 1.687
H -1.552 0.031 -5.936
H -1.668 -0.408 -8.394
H 1.286 -3.138 -8.235
H 1.738 -2.729 -5.856
N 2.185 1.667 -0.301
N 3.422 2.181 0.290
C 3.662 1.653 1.577
O 4.418 2.260 2.317
O 3.130 0.476 1.800
H 2.214 1.912 -1.305
H 1.354 2.164 0.056
H 3.558 3.134 0.143
C 3.419 -3.883 3.975
N 2.845 -4.137 2.698
C 3.270 -5.107 1.766
C 2.480 -4.946 0.669
N 1.639 -3.910 0.892
C 1.854 -3.382 2.115
S 1.233 -1.890 2.673
H 4.124 -4.659 4.159
H 2.699 -3.767 4.788
H 4.021 -2.977 3.935
H 4.015 -5.794 1.952
H 2.473 -5.439 -0.316
H 1.013 -3.462 0.240
C -1.070 3.796 -0.595
C -2.013 2.677 -0.063
C -1.957 1.518 -1.139
C -3.427 3.257 -0.153
P -1.330 1.812 1.646
N -0.227 0.831 1.303
C -2.855 1.001 2.452
C -3.382 0.119 1.366
C -2.269 0.102 3.574
C -4.035 1.799 3.000
C -0.819 3.218 2.771
C -1.860 4.352 2.757
C -0.706 2.767 4.235
C 0.626 3.600 2.222
H -1.319 4.048 -1.601
H -0.063 3.393 -0.586
H -1.099 4.651 0.054
H -2.102 1.931 -2.178
H -2.754 0.767 -0.980
H -1.048 0.913 -1.098
H -3.635 3.555 -1.201
H -3.507 4.208 0.378
H -4.208 2.579 0.264
H -2.584 -0.460 0.954
H -3.877 0.736 0.626
H -4.166 -0.579 1.749
H -1.346 -0.385 3.295
H -3.122 -0.586 3.870
H -2.116 0.653 4.508
H -4.519 2.408 2.262
H -3.839 2.395 3.878
H -4.799 1.072 3.386
H -2.785 4.067 3.253
H -2.050 4.748 1.755
H -1.415 5.169 3.311
H -1.672 2.700 4.774
H -0.087 3.503 4.839
H -0.125 1.849 4.269
H 0.584 3.833 1.181
H 1.246 2.733 2.360
H 1.157 4.362 2.769
```

Computed properties:
2S+1	1
lowest unoccupied orbital energy	-0.91	eV
HOMO-LUMO gap	0.2298	Eh
highest occupied orbital energy	-7.16	eV

Here are the Löwdin charges for atoms 1 to 4, given in e: 0.3834 -0.0786 -0.0924 0.0959

=====

[2]
This record from the OMol25 dataset describes C4H6O3S2 as an isolated structure in a non-equilibrium geometry. The level of theory is ωB97M-V/def2-TZVPD.

Geometry as XYZ:
```
15
Properties=species:S:1:pos:R:3
C 0.161 1.563 0.397
C -2.153 -1.743 0.293
C 0.477 1.451 -1.041
C -1.099 -0.888 0.162
O 2.957 0.466 0.913
O 1.974 -1.605 0.248
O 1.154 0.451 -1.313
S -1.499 0.843 0.147
S 2.810 -0.499 -0.209
H -0.073 2.525 0.939
H 0.775 0.983 1.154
H -2.030 -2.902 0.074
H -3.196 -1.456 0.387
H -0.163 1.942 -1.847
H -0.094 -1.129 -0.304
```

Computed properties:
2S+1	1
lowest unoccupied orbital energy	-0.42	eV
HOMO-LUMO gap	0.3161	Eh
highest occupied orbital energy	-9.02	eV

Here are the natural (NBO) charges for atoms 1 to 4, given in e: -0.6427 -0.3927 0.3901 -0.3869

=====

[3]
This record from the OMol25 dataset describes C18H26F12NO11S2 as an isolated structure in a non-equilibrium geometry. The level of theory is ωB97M-V/def2-TZVPD.

Geometry as XYZ:
```
70
Properties=species:S:1:pos:R:3
C -0.180 -2.802 1.507
C 0.569 -3.719 0.555
C 2.085 -3.478 0.382
C 2.837 -2.807 1.528
S 3.015 -1.031 1.438
O 3.996 -0.758 2.466
O 1.731 -0.402 1.681
N 3.679 -0.691 0.014
S 2.888 0.338 -0.927
O 3.630 0.449 -2.159
O 2.553 1.591 -0.309
C 1.282 -0.389 -1.439
O 1.275 -0.811 -2.796
C 1.637 -2.078 -3.070
F 0.754 -2.984 -2.558
F 1.618 -2.223 -4.426
F 2.858 -2.422 -2.612
H -1.194 -3.177 1.623
H 0.257 -2.756 2.494
H -0.275 -1.808 1.093
H 0.117 -3.628 -0.428
H 0.423 -4.753 0.851
H 2.320 -2.943 -0.524
H 2.543 -4.455 0.259
H 2.429 -3.042 2.501
H 3.855 -3.175 1.521
H 0.935 -1.144 -0.746
H 0.588 0.438 -1.391
C 0.848 0.986 4.659
C -0.618 1.326 4.778
O -1.400 0.175 5.181
C -1.423 -0.097 6.464
O -0.892 0.500 7.351
C -2.316 -1.328 6.706
F -2.061 -2.301 5.834
F -3.604 -0.988 6.585
F -2.131 -1.807 7.929
H 0.996 0.150 3.977
H 1.404 1.839 4.274
H 1.269 0.707 5.626
H -1.019 1.616 3.810
H -0.796 2.145 5.474
C 2.478 4.166 -2.065
C 2.418 5.672 -2.168
O 1.145 6.125 -2.695
C 0.152 6.217 -1.837
O 0.173 6.000 -0.666
C -1.103 6.724 -2.570
F -1.290 6.088 -3.727
F -0.981 8.031 -2.834
F -2.185 6.555 -1.825
H 2.262 3.710 -3.032
H 3.466 3.842 -1.746
H 1.758 3.782 -1.348
H 3.156 6.041 -2.877
H 2.604 6.153 -1.209
C -2.029 -1.601 -4.491
C -3.334 -0.932 -4.125
O -4.249 -1.866 -3.515
C -4.057 -2.108 -2.230
O -3.225 -1.637 -1.522
C -5.129 -3.094 -1.731
F -5.289 -4.109 -2.581
F -6.303 -2.465 -1.612
F -4.798 -3.585 -0.550
H -2.210 -2.466 -5.131
H -1.380 -0.904 -5.017
H -1.505 -1.951 -3.603
H -3.847 -0.570 -5.012
H -3.178 -0.085 -3.459
```

Computed properties:
2S+1	1
lowest unoccupied orbital energy	2.23	eV
HOMO-LUMO gap	0.3188	Eh
charge	-1
highest occupied orbital energy	-6.44	eV

Here are the natural (NBO) charges for atoms 1 to 4, given in e: -0.6060 -0.4024 -0.4217 -0.6677